Molecular formula: C15H18BrClINO2PPbS6
Method: DFT, ωB97M-V/def2-TZVPD

Cartesian coordinates (Å):
1 Pb -1.048 0.008 0.422
2 S 1.507 -0.285 1.311
3 S 1.782 1.496 2.340
4 S 0.225 1.503 3.647
5 S -1.415 1.873 2.430
6 C -1.999 -5.226 -3.618
7 C -1.181 -5.528 -2.381
8 O -1.821 -4.936 -1.250
9 P -1.044 -3.782 -0.425
10 S -2.225 -3.148 1.002
11 S -0.247 -2.443 -1.645
12 O 0.143 -4.704 0.183
13 C 1.276 -4.103 0.825
14 C 1.148 -4.227 2.329
15 H -1.622 -5.788 -4.478
16 H -1.947 -4.160 -3.843
17 H -3.044 -5.496 -3.455
18 H -0.168 -5.139 -2.493
19 H -1.117 -6.603 -2.194
20 H 1.366 -3.060 0.518
21 H 2.159 -4.628 0.456
22 H 0.339 -3.597 2.697
23 H 2.074 -3.903 2.810
24 H 0.943 -5.263 2.608
25 Cl -1.151 1.634 -5.256
26 C -1.161 2.259 -3.602
27 C -1.386 3.640 -3.412
28 C -1.381 4.041 -2.037
29 C -1.184 3.136 -1.040
30 N -0.975 1.790 -1.253
31 C -0.962 1.389 -2.579
32 H -1.542 4.317 -4.236
33 H -1.529 5.081 -1.770
34 H -1.169 3.445 -0.001
35 H -0.824 0.328 -2.766
36 Br 5.856 0.588 -3.873
37 C 4.190 0.050 -4.606
38 C 4.141 -0.107 -5.985
39 C 2.955 -0.499 -6.588
40 C 1.833 -0.727 -5.814
41 C 1.891 -0.568 -4.439
42 C 3.075 -0.174 -3.815
43 I 3.000 0.016 -1.747
44 H 5.029 0.079 -6.574
45 H 2.915 -0.615 -7.664
46 H 0.895 -1.019 -6.268
47 H 1.012 -0.745 -3.834

Forces on atoms 1 to 3 (eV/Å):
-0.0878 0.1404 -0.0595
0.0720 0.1268 -0.0275
0.0222 -0.0978 0.0368

Calculated values
- gap between HOMO and LUMO (alpha / beta) (eV) = 3.41 / 5.60
- energy (eV) = -191651.833
- 2S+1 = 2
- relative energy (zero: lowest compared OMol25 entry of this formula, charge and spin) (kJ/mol) = 11.6
- charge = -2